ORCA calculation (ωB97M-V/def2-TZVPD) on the ion C9H8BrINO2S with charge -1 at a distorted geometry.

Output
ΔE to the lowest compared entry with this formula, charge and spin = 1.557 eV
Calculated total energy = -104023.4272 eV
Maximum force = 3.43 eV Å⁻¹
Lowest unoccupied orbital energy = 2.629 eV
Orbital gap = 6.04 eV
E_HOMO = -3.4 eV
Charge = -1

Positions of all 23 atoms, in Å:
I 0.732 3.471 -0.051
Br 5.652 0.572 -0.468
S -1.454 0.545 -0.146
O -4.493 -1.863 0.813
O -2.898 -0.398 0.799
N -0.197 -0.191 0.112
C 3.391 -0.505 1.171
C -3.705 -0.982 -1.288
C 1.005 0.425 1.035
C 3.104 1.567 0.050
C 2.031 -0.538 1.375
C -2.285 -0.446 -1.642
C 3.961 0.567 0.488
C 1.784 1.559 0.454
C -3.751 -1.151 0.218
H -4.352 -0.199 -1.671
H 0.318 0.671 1.816
H -2.330 0.208 -2.674
H -3.984 -1.951 -1.834
H 3.400 2.418 -0.536
H -1.456 -1.279 -1.828
H 1.507 -1.254 2.112
H 4.022 -1.245 1.696

=====

ORCA calculation (ωB97M-V/def2-TZVPD) on an isolated molecule of C9H8ClNO3 at a distorted geometry.

Output
ΔE to the lowest compared entry with this formula, charge and spin = 0.908 eV
Calculated total energy = -29614.4699 eV
Maximum force = 7.23 eV Å⁻¹
SMILES = O=C=C[C@@H]1C(=O)N(C2CC2)C(=O)[C@@H]1Cl
Lowest unoccupied orbital energy = 0.440 eV
Orbital gap = 9.37 eV
E_HOMO = -8.9 eV
Charge = 0

Positions of all 22 atoms, in Å:
Cl 2.477 -2.407 -0.352
O -0.599 -2.462 -1.239
O -0.142 1.725 0.440
O 3.129 3.001 0.772
N -0.627 -0.323 -0.311
C -1.888 -0.642 0.297
C -2.925 0.514 0.347
C 0.104 0.758 -0.170
C 2.887 1.918 0.462
C 0.052 -1.515 -0.947
C 1.656 0.335 -0.892
C -2.122 0.025 1.578
C 2.714 0.707 0.105
C 1.559 -1.333 -1.332
H -4.048 0.224 0.191
H -2.161 -1.654 -0.022
H -2.724 -0.532 2.232
H 1.825 0.989 -1.789
H 1.750 -1.524 -2.306
H 3.009 -0.030 0.875
H -1.308 0.698 2.075
H -2.617 1.531 -0.014